# 1
Below is a molecular structure, C30H50Cl2HgN3O7SSi, with properties calculated with the ωB97M-V functional and the def2-TZVPD basis.

```
95
Properties=species:S:1:pos:R:3:lowdin_charge:R:1
C -4.20786 0.32970 -3.61618 -0.057
C -3.88998 1.48180 -2.72743 -0.233
H -5.17253 0.48918 -4.10678 0.056
H -4.27898 -0.59528 -3.01655 0.073
H -3.41280 0.15806 -4.36938 0.086
C -4.70726 2.49974 -2.44303 -0.147
C -6.12590 2.54738 -2.86596 -0.132
H -4.35384 3.31713 -1.81959 0.097
H -6.56077 1.53858 -2.97504 0.066
H -6.25807 3.09670 -3.80910 0.068
H -6.70436 3.06696 -2.09589 0.060
Hg -0.13789 -1.46595 0.58285 0.851
Cl -0.36289 -2.75427 2.58211 -0.112
C 0.54210 1.83939 0.82032 -0.299
O 0.36729 0.71526 1.33917 -0.114
N 1.20276 2.77620 1.49139 -0.162
C 1.42516 2.60349 2.91511 -0.033
C 1.58635 4.04655 0.89479 -0.037
H 0.17391 2.09924 -0.18204 0.109
H 1.51129 1.55537 3.21642 0.094
H 0.60414 3.05880 3.48568 0.094
H 2.34432 3.13707 3.16169 0.076
H 1.87490 3.87119 -0.15902 0.084
H 2.44129 4.42529 1.47946 0.085
H 0.73416 4.75085 0.94244 0.073
H 5.19364 -2.75080 2.74658 0.090
H 5.53137 -4.50981 0.46472 0.087
C 4.25374 -3.32980 2.78293 -0.027
C 4.50469 -4.79364 0.77845 -0.049
N 3.82763 -3.66938 1.43399 -0.179
H 3.48185 -2.73016 3.27125 0.093
C 2.93432 -2.91873 0.78208 -0.337
O 2.28733 -1.98709 1.28574 -0.117
H 3.93404 -5.09076 -0.11823 0.087
H 2.82518 -3.18110 -0.28198 0.123
H 4.41869 -4.27621 3.31802 0.085
H 4.55886 -5.63828 1.49401 0.087
H -4.15832 -0.70114 0.40893 0.051
H -5.01678 1.98321 0.53582 0.080
C -4.39119 -0.63277 1.48309 -0.050
C -5.03114 1.78038 1.62142 -0.069
N -4.07999 0.71523 1.94353 -0.195
H -3.77940 -1.35657 2.03858 0.083
C -3.05290 0.91682 2.83094 -0.339
O -2.24798 0.06184 3.19012 -0.041
H -4.74696 2.69704 2.17135 0.083
H -3.02786 1.95796 3.21929 0.128
H -5.46901 -0.80445 1.64642 0.082
H -6.05140 1.47030 1.90341 0.081
O -2.79298 0.40687 -1.09273 -0.388
C -2.53588 1.33947 -1.98637 -0.515
C -2.33247 3.00358 -0.09266 -0.049
C -1.97175 2.63800 -1.39371 -0.185
H -2.84004 2.25386 0.54333 0.089
C -2.09140 4.31886 0.32894 -0.096
H -1.80360 0.96833 -2.72941 0.114
C -1.18781 3.46845 -2.18468 -0.043
H -2.46297 4.63167 1.31424 0.097
C -1.38230 5.19773 -0.49909 -0.138
C -0.89014 4.74864 -1.73286 -0.098
H -0.84047 3.07655 -3.14273 0.119
H -1.21263 6.23521 -0.17234 0.095
H -0.30683 5.40562 -2.36163 0.091
Si -1.50109 -3.96685 -1.40474 0.229
Cl -2.09977 -1.91115 -1.16266 0.495
C -2.19215 -4.85377 0.12476 -0.234
C 0.32876 -3.83557 -1.69966 -0.217
C -2.52509 -4.76905 -2.76800 -0.221
H -2.06528 -4.30721 1.08049 -0.031
H -1.75284 -5.86390 0.24021 0.029
H -3.27813 -5.02215 -0.04968 0.030
H -3.58387 -4.82502 -2.47783 0.029
H -2.17898 -5.80145 -2.92423 0.029
H -2.47078 -4.23384 -3.73275 0.031
H 0.80198 -2.94353 -1.27274 -0.026
H 0.53731 -3.77135 -2.77290 0.043
H 0.93128 -4.67936 -1.34621 0.032
C 7.36737 0.04488 2.24469 -0.089
C 6.26004 -0.04236 1.23378 -0.315
C 5.29212 0.97434 1.15603 -0.052
C 4.30978 0.94172 0.19094 -0.006
C 4.17354 -0.21770 -0.61185 -0.397
C 5.24476 -1.14309 -0.66483 -0.045
C 6.24433 -1.07439 0.27762 -0.085
S 1.77888 0.60421 -2.15136 0.861
O 3.06189 -0.55732 -1.21094 -0.263
O 2.00979 1.90359 -1.50320 -0.486
O 0.56456 -0.08537 -1.66780 -0.531
H 8.13895 0.76873 1.92023 0.076
H 6.98413 0.39549 3.21220 0.070
H 7.87009 -0.92800 2.36884 0.067
H 5.30122 1.77387 1.90315 0.109
H 3.56238 1.71282 0.10244 0.080
H 5.18653 -1.93452 -1.40717 0.108
H 7.01659 -1.84610 0.29898 0.101
```

HOMO level = -3.790 eV
Net charge = -1

---

# 2
Below is a molecular structure, C46H67NO5PbSiTe, with properties calculated with the ωB97M-V functional and the def2-TZVPD basis.

```
122
Properties=species:S:1:pos:R:3:lowdin_charge:R:1
Pb -0.02095 -0.12065 0.00625 1.165
C 2.69540 6.77627 3.75657 -0.067
C 2.85226 6.01094 2.44042 -0.549
C 4.34860 5.71290 2.25945 -0.038
C 2.39559 6.95507 1.31620 -0.035
C 2.06333 4.70912 2.37075 -0.100
C 2.10490 3.97667 1.20319 0.045
C 1.30001 2.82512 1.12438 -0.098
N 0.89886 1.93820 0.23634 0.037
C 1.47141 1.80114 -1.04801 -0.240
C 1.70884 3.01204 -1.71846 -0.018
C 2.40217 3.12656 -2.89408 -0.175
C 2.75606 1.93757 -3.49688 0.024
C 2.46829 0.69149 -2.97334 -0.074
C 1.83126 0.50808 -1.70978 -0.268
O 1.58264 -0.76360 -1.21927 -0.205
C 2.86874 -0.52118 -3.82143 -0.508
C 1.61910 -1.32845 -4.20733 -0.163
C 3.88245 -1.41836 -3.08836 -0.036
C 3.55312 -0.15247 -5.15692 -0.085
C 2.79958 4.45909 -3.50867 -0.546
C 2.15022 4.61841 -4.89049 -0.037
C 4.32601 4.51526 -3.66460 -0.042
C 2.38988 5.66211 -2.65932 -0.059
C 0.81506 2.23456 2.48111 -0.219
O 0.64409 1.05947 2.25310 -0.039
C 0.66439 3.07375 3.63752 -0.069
C 1.27702 4.28243 3.50914 0.072
C -0.13112 2.57296 4.81401 -0.540
C -0.25430 3.62418 5.91871 -0.062
C -1.55035 2.19944 4.35784 -0.023
C 0.54495 1.33713 5.42418 -0.030
H 3.29135 7.68845 3.73334 0.088
H 3.03636 6.18834 4.61143 0.090
H 1.65904 7.07295 3.93181 0.090
H 4.93517 6.63083 2.32926 0.089
H 4.55933 5.26535 1.28692 0.080
H 4.70634 5.02652 3.02947 0.093
H 2.92324 7.90895 1.37546 0.091
H 1.32549 7.15940 1.38815 0.097
H 2.59062 6.53856 0.32780 0.057
H 2.67999 4.28364 0.33935 0.102
H 1.31612 3.90040 -1.24315 0.108
H 3.28116 1.99938 -4.43694 0.093
H 1.13784 -1.86166 -3.16423 -0.021
H 1.87475 -2.11989 -4.93252 0.096
H 0.87678 -0.67395 -4.68127 0.103
H 3.45069 -1.93505 -2.23022 0.067
H 4.73270 -0.83084 -2.73417 0.088
H 4.26587 -2.19343 -3.75707 0.085
H 2.90578 0.45259 -5.79434 0.083
H 3.79568 -1.05666 -5.71439 0.082
H 4.49430 0.38861 -4.99729 0.081
H 2.47753 3.84405 -5.58661 0.083
H 2.40985 5.58338 -5.33173 0.086
H 1.06177 4.56228 -4.81971 0.081
H 4.69782 3.75601 -4.35446 0.081
H 4.82251 4.36046 -2.70413 0.090
H 4.63996 5.48648 -4.05317 0.086
H 1.30537 5.72584 -2.53978 0.091
H 2.71969 6.58904 -3.12974 0.090
H 2.84025 5.62275 -1.66449 0.060
H 1.19456 4.97695 4.33208 0.094
H -0.75335 4.52698 5.55836 0.090
H 0.72328 3.91034 6.31641 0.087
H -0.84299 3.23438 6.74885 0.087
H -2.04724 3.05002 3.88701 0.097
H -2.15492 1.88720 5.21181 0.090
H -1.54564 1.37617 3.63854 0.074
H 1.56950 1.56004 5.73261 0.092
H 0.57784 0.50946 4.71710 0.073
H -0.00362 0.99551 6.30365 0.091
O 1.18048 -1.09058 1.72605 -0.073
H 1.93162 -1.69107 1.66170 0.094
H 1.00677 -0.95704 2.66204 0.081
O -1.45715 0.45746 1.21023 -0.546
C -3.21493 0.24221 -3.48581 -0.440
Te -1.56813 0.99178 -2.35457 1.356
C -1.42782 2.78959 -3.49700 -0.409
H -2.94350 0.12028 -4.53686 0.027
H -4.04909 0.92762 -3.37791 0.011
H -3.54067 -0.88443 -3.00861 -0.050
H -2.35836 3.34135 -3.40535 0.002
H -1.20336 2.55507 -4.53368 0.006
H -0.61748 3.39319 -3.09180 -0.027
C 0.21369 -2.70165 -3.13345 -0.179
C 0.00910 -3.84262 -2.15277 -0.563
C 1.24362 -3.98186 -1.26003 -0.080
C -0.19930 -5.16425 -2.89066 -0.084
Si -1.49020 -3.35802 -1.06692 0.476
O -1.02868 -2.08038 -0.20964 -0.397
C -2.98545 -2.92554 -2.12944 -0.192
C -3.57443 -1.71763 -1.94420 -0.124
C -4.81614 -1.32199 -2.83602 -0.126
C -5.26131 -2.22459 -3.74051 -0.081
C -4.58992 -3.47366 -3.89977 -0.075
C -3.51618 -3.80507 -3.14125 -0.093
C -1.95798 -4.83517 -0.00106 -0.202
C -3.11834 -5.58401 -0.19589 -0.086
C -3.41521 -6.67342 0.61480 -0.092
C -2.55747 -7.03001 1.64346 -0.100
C -1.40721 -6.28529 1.86675 -0.091
C -1.11777 -5.19779 1.05549 -0.096
H 1.26026 -2.91841 -3.88119 0.170
H 0.31340 -1.75711 -2.52785 0.071
H -0.63765 -2.56128 -3.79650 0.124
H 2.13694 -4.17818 -1.86868 0.087
H 1.13418 -4.81571 -0.56376 0.071
H 1.43112 -3.07999 -0.67993 0.051
H 0.70967 -5.45006 -3.43576 0.081
H -1.00281 -5.10057 -3.62787 0.062
H -0.43747 -5.97389 -2.19753 0.079
H -3.22171 -1.01798 -1.19646 0.087
H -5.32188 -0.38552 -2.70082 0.111
H -6.13066 -1.99538 -4.34205 0.106
H -4.95889 -4.17887 -4.63420 0.102
H -3.07086 -4.77839 -3.30304 0.092
H -3.82751 -5.32326 -0.97277 0.090
H -4.32432 -7.23832 0.44895 0.098
H -2.79079 -7.87511 2.27895 0.097
H -0.74162 -6.54558 2.68070 0.098
H -0.22812 -4.61612 1.26861 0.095
```

HOMO level = -6.359 eV

---

# 3
Below is a molecular structure, C66H57CoFGeN6P4, with properties calculated with the ωB97M-V functional and the def2-TZVPD basis.

```
136
Properties=species:S:1:pos:R:3:lowdin_spin:R:1
Co -0.15217 -0.94270 1.28158 0.983
C -3.03241 1.78780 5.06080 0.000
N -2.76961 1.15746 3.76604 0.000
C -3.48420 1.36835 2.61708 0.001
C -2.91366 0.57811 1.66250 0.003
N -1.85464 -0.09861 2.20899 0.031
C -1.79803 0.25802 3.48236 0.002
P -0.63826 -0.42599 4.69761 0.000
C 0.86149 0.19254 3.88602 0.000
N 1.01989 0.27631 2.56907 -0.005
C 2.21976 0.90405 2.36221 0.000
C 2.79217 1.19172 3.56487 0.000
N 1.92127 0.74193 4.52392 0.000
C 2.14016 0.82904 5.96983 0.000
C -0.50763 -2.09498 3.97563 0.000
N -0.01749 -2.37117 2.76931 0.002
C 0.04651 -3.74102 2.67140 0.003
C -0.38684 -4.29255 3.83838 0.000
N -0.73072 -3.24631 4.65541 0.001
C -1.29242 -3.39361 6.00051 0.000
H -3.68276 2.64188 4.90833 0.000
H -3.52092 1.09210 5.73999 0.000
H -2.10576 2.13365 5.51044 0.000
H -4.31875 2.05100 2.56507 0.000
H -3.21990 0.42728 0.64281 0.000
H 2.56753 1.14308 1.37399 0.000
H 3.72813 1.67561 3.80615 0.000
H 3.17520 0.58621 6.19268 0.000
H 1.92800 1.83219 6.33425 0.000
H 1.49921 0.12251 6.48475 0.000
H 0.42094 -4.23689 1.78810 0.000
H -0.48765 -5.32661 4.13922 0.000
H -2.23913 -3.92716 5.95134 0.000
H -0.60777 -3.95078 6.63483 0.000
H -1.46363 -2.41666 6.43744 0.000
F 0.39131 0.23753 -0.34757 0.004
Ge 0.35031 0.41868 -2.20094 0.000
C 0.00762 2.17335 -3.00119 0.000
C 0.80562 2.51576 -4.09225 0.000
C 0.44614 3.57533 -4.91317 0.000
C -0.73755 4.25870 -4.68369 0.000
C -1.53574 3.93261 -3.59354 0.000
C -1.14722 2.92352 -2.71388 0.000
P -1.96662 2.57915 -1.11800 0.000
C -3.62074 3.32957 -1.31231 0.000
C -4.09933 4.34478 -0.48487 0.000
C -5.39963 4.81723 -0.63637 0.000
C -6.23197 4.27752 -1.60743 0.000
C -5.76653 3.25523 -2.42622 0.000
C -4.47288 2.77823 -2.27256 0.000
C -1.08398 3.79100 -0.03919 0.000
C -0.89992 5.12333 -0.41482 0.000
C -0.15577 5.98493 0.37652 0.000
C 0.41629 5.52739 1.55762 0.000
C 0.21504 4.21505 1.95445 0.000
C -0.53149 3.34928 1.15916 0.000
C -1.09465 -0.79394 -2.71939 0.000
C -1.50198 -0.57888 -4.04213 0.000
C -2.31273 -1.48825 -4.70433 0.000
C -2.70333 -2.65294 -4.05590 0.000
C -2.33501 -2.86444 -2.74044 -0.001
C -1.55635 -1.93014 -2.05429 -0.004
P -1.37658 -2.23250 -0.26349 -0.022
C -3.09940 -2.11338 0.34080 -0.002
C -3.34512 -2.49365 1.66507 -0.001
C -4.62035 -2.41001 2.19968 0.000
C -5.66327 -1.90537 1.43132 -0.001
C -5.42102 -1.48344 0.13377 0.000
C -4.14605 -1.58532 -0.41275 -0.002
C -0.91361 -3.99915 -0.24671 -0.002
C 0.38550 -4.27434 -0.68427 0.000
C 0.86799 -5.57296 -0.68718 0.000
C 0.05723 -6.61279 -0.24753 -0.001
C -1.23527 -6.34619 0.18467 0.000
C -1.72356 -5.04423 0.18755 -0.001
C 1.94406 -0.30347 -3.14551 0.000
C 1.64175 -0.82265 -4.41237 0.000
C 2.64348 -1.20068 -5.29159 0.000
C 3.97317 -1.05718 -4.93134 0.000
C 4.29491 -0.56302 -3.67888 0.000
C 3.29702 -0.19102 -2.77551 0.000
P 3.71131 0.30039 -1.07559 0.000
C 4.29003 -1.32455 -0.43356 0.000
C 3.40709 -2.05472 0.35540 0.005
C 3.73844 -3.31704 0.83090 0.000
C 4.97558 -3.86353 0.52299 0.000
C 5.86723 -3.15031 -0.26814 0.000
C 5.52606 -1.89161 -0.74820 0.000
C 5.22009 1.30503 -1.24545 0.000
C 5.18465 2.36009 -2.16165 0.000
C 6.22970 3.26960 -2.22946 0.000
C 7.31525 3.14817 -1.36973 0.000
C 7.35144 2.11481 -0.44599 0.000
C 6.30667 1.19835 -0.37736 0.000
H 1.69617 1.94037 -4.32168 0.000
H 1.07564 3.84977 -5.75149 0.000
H -1.03923 5.05656 -5.35291 0.000
H -2.46537 4.46400 -3.42005 0.000
H -3.44785 4.77908 0.26475 0.000
H -5.76090 5.61638 0.00257 0.000
H -7.23963 4.65732 -1.73012 0.000
H -6.41519 2.82989 -3.18376 0.000
H -4.11222 1.97787 -2.91431 0.000
H -1.34059 5.49623 -1.33002 0.000
H -0.02038 7.01501 0.06753 0.000
H 1.01793 6.19557 2.16418 0.000
H 0.64749 3.85963 2.88176 0.000
H -0.67996 2.32168 1.46820 0.000
H -1.17889 0.32049 -4.56027 0.000
H -2.62362 -1.29889 -5.72446 0.000
H -3.30676 -3.38986 -4.57216 0.000
H -2.67636 -3.75920 -2.23465 0.000
H -2.52551 -2.85869 2.27776 0.000
H -4.80477 -2.74195 3.21400 0.000
H -6.65959 -1.83623 1.85076 0.000
H -6.22682 -1.07762 -0.46639 0.000
H -3.97439 -1.24127 -1.42451 0.000
H 1.02732 -3.46111 -1.02007 0.000
H 1.87430 -5.77690 -1.03457 0.000
H 0.42676 -7.63047 -0.25039 0.000
H -1.87368 -7.15645 0.51566 0.000
H -2.73526 -4.85821 0.51680 0.000
H 0.60919 -0.93862 -4.71857 0.000
H 2.38229 -1.60127 -6.26523 0.000
H 4.75983 -1.33348 -5.62474 0.000
H 5.33647 -0.45114 -3.39986 0.000
H 2.44149 -1.63274 0.59591 0.005
H 3.03517 -3.87615 1.44075 0.000
H 5.24619 -4.84379 0.89657 0.000
H 6.83070 -3.57809 -0.51861 0.000
H 6.22934 -1.34883 -1.36713 0.000
H 4.33216 2.46166 -2.82826 0.000
H 6.19700 4.07874 -2.95106 0.000
H 8.13318 3.85750 -1.42182 0.000
H 8.19911 2.01864 0.22330 0.000
H 6.35002 0.38594 0.34059 0.000
```

HOMO level (spin up / spin down) = -11.919 / -11.920 eV
Expectation value of S² = 0.7750
Net charge = +2
Multiplicity = 2

---

ΔE to the lowest compared entry with this formula, charge and spin (kcal/mol)
8.92, 268.68, 0.00